Formula: C4H2FO2
Source: the OMol25 dataset
Level of theory: the ωB97M-V functional and the def2-TZVPD basis

Calculated values
**Orbital gap**: 6.5 eV
**Max |F|**: 3.60 eV/Å
**Net charge**: -1

The geometry in XYZ format:
```
9
C4H2FO2, DFT the ωB97M-V functional and the def2-TZVPD basis
C 0.618 0.156 -0.677
C 1.061 1.432 -0.519
C -1.703 -0.571 -0.540
C 0.953 0.427 0.757
O -2.272 0.423 -0.356
O -1.607 -1.733 -0.543
F 2.048 -0.055 1.493
H 0.682 -0.759 -1.185
H 0.219 0.680 1.569
```

Here are the Mulliken charges for atoms 1 to 5, given in e: -0.336, -0.832, 0.652, 0.029, -0.358